CHClFO3 | the ωB97M-V functional and the def2-TZVPD basis

Geometry as ORCA input:
```
! RIJCOSX wB97M-V def2-TZVPD def2/J DEFGRID3
* xyz 1 1
C 0.121 1.083 0.298
O -0.212 -2.643 -0.812
O 0.227 -0.834 0.244
O -0.148 -1.452 -0.822
F -0.403 1.278 -0.868
Cl -0.799 1.344 1.634
H 1.213 1.223 0.326
*
```

Values from the calculation:
LUMO (spin up / spin down): -8.448 / -8.394 eV
total energy: -823.8554 Eh
relative energy (zero: lowest compared OMol25 entry of this formula, charge and spin): 261.9 kJ/mol
gap between HOMO and LUMO (spin up / spin down): 9.7 / 9.7 eV



C27H29F2N3O | the ωB97M-V functional and the def2-TZVPD basis

Geometry as ORCA input:
```
! RIJCOSX wB97M-V def2-TZVPD def2/J DEFGRID3
* xyz 0 1
C 4.289 -1.573 1.586
C 4.829 -0.628 0.512
C 3.996 -0.693 -0.778
C 2.924 0.388 -0.910
O 1.638 -0.240 -0.955
C 0.557 0.546 -0.522
C -0.586 0.320 -1.401
N -1.465 0.200 -2.108
C 0.150 0.374 0.951
C 1.261 0.760 1.813
N 2.107 1.048 2.527
C -1.047 1.371 1.197
C -1.036 2.143 2.515
C -0.250 -1.060 1.307
C -0.919 -1.367 2.490
C -1.271 -2.667 2.806
N -0.996 -3.707 2.004
C -0.362 -3.414 0.871
C 0.037 -2.141 0.472
H 4.507 -1.239 2.595
H 4.741 -2.557 1.481
H 3.216 -1.718 1.505
H 4.946 0.389 0.875
H 5.831 -0.970 0.259
H 4.625 -0.710 -1.662
H 3.478 -1.649 -0.773
H 2.995 1.127 -0.114
H 3.090 0.919 -1.850
H 0.811 1.603 -0.648
H -1.094 2.100 0.392
H -1.948 0.777 1.168
H -0.274 2.912 2.547
H -2.018 2.590 2.648
H -0.872 1.511 3.381
H -1.163 -0.583 3.190
H -1.796 -2.866 3.729
H -0.138 -4.244 0.210
H 0.549 -2.006 -0.463
F 4.535 0.748 -7.067
C 3.321 0.534 -6.521
C 2.201 0.635 -7.320
C 0.954 0.410 -6.754
C 0.843 0.096 -5.407
C 1.985 0.002 -4.623
C 3.237 0.219 -5.180
H 2.309 0.886 -8.367
H 0.067 0.481 -7.368
H -0.131 -0.075 -4.967
H 1.898 -0.240 -3.571
H 4.140 0.145 -4.588
F -3.880 -0.442 1.855
C -4.812 0.245 2.549
C -5.170 -0.197 3.806
C -6.121 0.520 4.517
C -6.699 1.655 3.965
C -6.324 2.078 2.697
C -5.370 1.372 1.979
H -4.711 -1.087 4.214
H -6.411 0.191 5.506
H -7.442 2.209 4.522
H -6.776 2.959 2.263
H -5.059 1.685 0.990
*
```

Values from the calculation:
LUMO: 0.537 eV
total energy: -1485.4335 Eh
SMILES: CCCCO[C@@H](C#N)[C@@](C#N)(CC)c1ccncc1.Fc1ccccc1.Fc1ccccc1
gap between HOMO and LUMO: 9.8 eV



C6H11BrNO3S | the ωB97M-V functional and the def2-TZVPD basis

Geometry as ORCA input:
```
! RIJCOSX wB97M-V def2-TZVPD def2/J DEFGRID3
* xyz -1 1
C 2.526 -0.293 0.624
C -0.634 -1.106 -1.205
C -0.831 1.034 0.056
C 0.098 -1.037 1.224
C -0.897 -0.489 0.166
C 1.504 -1.217 0.769
N 2.207 1.049 0.998
O 6.268 1.755 0.970
O 3.694 -0.493 0.188
O 6.481 1.391 -1.421
S 6.215 0.798 -0.123
Br 1.961 -2.999 0.192
H 0.350 -0.796 -1.558
H -0.654 -2.194 -1.157
H -1.380 -0.771 -1.927
H -1.089 1.507 1.004
H -1.528 1.384 -0.705
H 0.177 1.338 -0.216
H 0.063 -0.367 2.096
H -0.278 -2.011 1.556
H -1.910 -0.768 0.492
H 1.612 1.127 1.813
H 3.058 1.589 1.104
*
```

Values from the calculation:
LUMO: 2.492 eV
total energy: -3487.9487 Eh
relative energy (zero: lowest compared OMol25 entry of this formula, charge and spin): 19.2 kJ/mol
gap between HOMO and LUMO: 5.4 eV



C9H16Cl2NaO17 | the ωB97M-V functional and the def2-TZVPD basis

Geometry as ORCA input:
```
! RIJCOSX wB97M-V def2-TZVPD def2/J DEFGRID3
* xyz -1 1
Na -0.618 0.900 -0.341
Cl -0.907 4.438 -1.292
O 0.039 4.932 -2.204
O -1.608 3.279 -1.787
O -0.184 3.977 -0.193
O -1.818 5.469 -0.934
Cl -3.738 -0.921 -0.374
O -4.311 -1.432 -1.560
O -4.598 -1.211 0.700
O -2.457 -1.488 -0.103
O -3.472 0.514 -0.505
C -1.430 -1.919 -4.973
C -0.709 -2.954 -4.162
O 0.299 -2.178 -3.425
C -0.131 -0.927 -3.355
O 0.402 -0.084 -2.589
O -1.083 -0.716 -4.275
H -2.462 -2.253 -5.078
H -0.943 -2.063 -5.937
H -0.129 -3.697 -4.709
H -1.271 -3.416 -3.351
C 4.437 -0.154 0.294
O 3.614 -1.267 -0.009
C 2.313 -1.211 0.196
O 1.618 -0.247 0.543
O 1.913 -2.484 0.030
C 0.520 -2.744 0.069
H 5.264 -0.288 0.991
H 3.949 0.691 0.779
H 4.873 0.201 -0.640
H -0.058 -2.505 -0.824
H 0.091 -2.317 0.975
H 0.281 -3.800 0.194
C 1.396 2.583 2.843
O 0.629 1.622 3.620
C -0.564 1.078 3.266
O -1.025 1.194 2.147
O -1.119 0.517 4.336
C -0.573 0.567 5.679
H 1.979 3.307 3.411
H 0.841 3.206 2.142
H 2.078 2.018 2.208
H -1.170 -0.012 6.385
H -0.616 1.584 6.067
H 0.455 0.211 5.746
*
```

Values from the calculation:
LUMO: 2.014 eV
total energy: -2713.9026 Eh
gap between HOMO and LUMO: 8.0 eV



C5H31NO11 | the ωB97M-V functional and the def2-TZVPD basis

Geometry as ORCA input:
```
! RIJCOSX wB97M-V def2-TZVPD def2/J DEFGRID3
* xyz 0 1
C -0.649 0.896 1.473
C -1.350 0.431 0.188
N -0.672 -0.660 -0.482
C -0.408 -0.511 -1.902
C -0.254 -1.919 -2.559
C 1.048 -2.591 -2.152
O 1.899 -2.810 -2.988
H -1.190 1.471 2.183
H -0.062 0.148 2.021
H 0.183 1.572 1.181
H -1.437 1.383 -0.392
H -2.419 0.263 0.364
H 0.031 -1.196 -0.035
H 0.553 0.020 -2.008
H -1.269 -0.035 -2.358
H -1.222 -2.366 -2.276
H -0.078 -1.883 -3.659
H 1.205 -2.784 -1.112
O 2.361 3.188 1.632
H 1.961 3.349 2.487
H 1.739 3.531 0.958
O 0.671 -2.436 1.427
H 0.350 -1.864 2.120
H -0.130 -2.837 1.062
O 1.219 -1.000 3.351
H 1.234 -0.612 4.229
H 1.846 -0.357 2.864
O 2.977 0.588 2.300
H 2.799 1.384 1.765
H 3.640 0.002 1.941
O -3.292 1.274 -1.434
H -3.919 0.583 -1.652
H -3.681 1.992 -0.936
O -3.201 -2.291 -1.006
H -3.028 -2.477 -0.050
H -2.582 -1.545 -1.026
O 2.628 -1.310 -0.479
H 3.236 -1.417 -1.222
H 3.131 -1.699 0.260
O 0.105 2.650 -2.882
H -0.185 2.074 -3.601
H -0.620 3.254 -2.670
O 0.864 4.153 -0.329
H 1.395 4.064 -1.125
H 0.066 3.642 -0.486
O -2.200 -1.771 2.140
H -1.277 -1.631 1.792
H -2.017 -1.910 3.083
*
```

Values from the calculation:
LUMO: 0.054 eV
total energy: -1091.4226 Eh
relative energy (zero: lowest compared OMol25 entry of this formula, charge and spin): 386.1 kJ/mol
SMILES: CCNCCC=O.O.O.O.O.O.O.O.O.O.O
gap between HOMO and LUMO: 8.4 eV



C41H37F2N5P2PtS2 | the ωB97M-V functional and the def2-TZVPD basis

Geometry as ORCA input:
```
! RIJCOSX wB97M-V def2-TZVPD def2/J DEFGRID3
* xyz 2 5
Pt 10.764 15.644 11.631
C 11.505 12.749 14.003
N 11.027 12.565 12.583
P 9.719 13.750 12.201
C 8.803 13.172 10.842
C 8.559 11.784 10.885
C 8.127 11.146 9.762
C 7.865 11.864 8.568
C 8.085 13.234 8.569
C 8.661 13.916 9.658
C 8.510 13.921 13.531
C 8.264 12.895 14.440
C 7.582 13.264 15.598
C 6.921 14.480 15.704
C 6.980 15.414 14.664
C 7.814 15.147 13.615
P 12.225 11.896 11.507
C 12.670 10.202 11.956
C 12.037 9.507 13.024
C 12.378 8.210 13.334
C 13.300 7.510 12.569
C 13.943 8.200 11.572
C 13.506 9.474 11.149
C 11.944 12.112 9.747
C 11.692 11.042 8.832
C 11.772 11.351 7.459
C 11.895 12.647 6.981
C 11.817 13.693 7.932
C 11.888 13.404 9.264
H 11.066 12.024 14.720
H 11.340 13.783 14.326
H 12.534 12.536 14.050
H 8.690 11.250 11.841
H 7.910 10.101 9.877
H 7.436 11.345 7.724
H 7.861 13.842 7.701
H 9.064 14.959 9.575
H 8.534 11.861 14.215
H 7.501 12.533 16.419
H 6.361 14.728 16.572
H 6.503 16.376 14.735
H 7.920 15.875 12.781
H 11.161 9.960 13.577
H 11.840 7.730 14.148
H 13.602 6.496 12.800
H 14.774 7.770 11.001
H 13.899 9.950 10.242
H 11.367 10.066 9.130
H 11.847 10.531 6.750
H 11.794 12.861 5.896
H 11.764 14.757 7.650
H 11.714 14.212 10.007
F 14.956 18.680 11.114
C 13.617 18.588 10.968
C 13.076 17.304 11.001
C 11.740 17.221 10.755
C 10.995 18.267 10.112
C 11.575 19.511 10.192
F 10.784 20.580 9.873
C 12.871 19.729 10.669
C 9.697 18.175 9.425
C 8.545 18.495 10.128
C 7.340 18.503 9.418
C 7.365 18.215 8.079
C 8.571 17.931 7.441
N 9.699 17.867 8.131
H 13.528 16.400 11.396
H 13.235 20.734 10.868
H 8.641 18.881 11.135
H 6.377 18.747 9.917
H 6.426 18.181 7.459
H 8.548 17.719 6.369
S 14.218 12.984 11.390
C 14.693 13.222 13.029
N 14.340 14.253 13.805
C 14.826 14.426 15.232
C 15.349 13.071 15.812
C 16.238 12.377 14.776
N 15.595 12.334 13.478
H 13.504 14.785 13.542
H 14.031 14.798 15.837
H 15.624 15.180 15.240
H 14.570 12.338 16.078
H 15.936 13.213 16.725
H 16.387 11.319 15.081
H 17.230 12.862 14.672
H 15.880 11.629 12.812
S 12.083 17.028 15.874
C 11.428 16.771 14.440
N 11.084 16.663 13.303
*
```

Values from the calculation:
LUMO (spin up / spin down): -4.948 / -8.929 eV
total energy: -3655.7416 Eh
relative energy (zero: lowest compared OMol25 entry of this formula, charge and spin): 20.5 kJ/mol
gap between HOMO and LUMO (spin up / spin down): 5.4 / 4.9 eV



The records above give, respectively, largest force on an atom values of 1.76; 1.55; 1.35; 4.51; 2.48; 2.85 eV/A.